No. 1
This record from the Open Molecules 2025 dataset describes 2 unconnected molecules or ions with the total composition C5H8S. The level of theory is wB97M-V/def2-TZVPD.

Last column: Löwdin charge in e.
Geometry (Å):
C (2.34022, -1.44529, -0.05199)  -0.094
H (-3.26493, 0.36559, 0.69687)  0.079
H (0.81377, 1.75962, 0.31829)  -0.167
H (-1.68906, 0.34373, 1.50775)  0.075
H (-0.62346, -0.36681, -2.48194)  0.026
H (2.05958, -2.43925, 0.24641)  0.049
C (1.60499, -0.41824, 0.33305)  -0.618
H (-2.26486, 1.82167, 0.70348)  0.080
H (3.21961, -1.33256, -0.65825)  0.047
C (-1.05795, -0.05702, -1.57816)  0.093
H (0.72318, -0.53876, 0.93990)  0.042
C (-2.24129, 0.73332, 0.65001)  -0.114
S (1.99471, 1.26508, -0.04109)  0.728
C (-1.61453, 0.30892, -0.58433)  -0.228

Calculated values
**Lowest unoccupied orbital energy**: 0.78 eV
**HOMO-LUMO gap**: 9.345 eV
**Charge**: 0
**M**: 100.19 g/mol
**Energy above the lowest of the compared OMol25 structures with the same formula, charge and spin**: 57.90 kcal/mol
**SMILES string**: C#CC.C=CS
**Highest occupied orbital energy**: -0.3147 Eh

***

No. 2
This record from the Open Molecules 2025 dataset describes C5H8S in the gas phase at a distorted geometry. The level of theory is wB97M-V/def2-TZVPD.

Last column: Löwdin charge in e.
Geometry (Å):
H (0.31605, -0.32974, 2.02519)  0.116
S (1.76814, -1.12274, 0.46563)  0.758
H (-1.85274, -0.03571, 0.13665)  0.135
H (2.57733, -0.94716, 1.59565)  -0.086
C (0.23227, 2.57156, 0.61324)  0.082
H (-1.34739, -1.38659, -2.04711)  0.116
C (0.40326, -0.13003, 0.91416)  -0.758
H (0.46943, -1.10929, -1.57896)  0.040
C (0.44848, 1.32545, 0.54513)  -0.181
C (-0.82827, -0.64760, 0.09382)  -0.332
H (0.33268, 3.73461, 0.29192)  0.091
H (-1.28330, -1.67079, 0.43830)  0.125
C (-0.59920, -0.60164, -1.47574)  -0.160
H (-0.63672, 0.34967, -2.01789)  0.054

Calculated values
**Lowest unoccupied orbital energy**: 0.63 eV
**HOMO-LUMO gap**: 9.947 eV
**Charge**: 0
**M**: 100.19 g/mol
**Energy above the lowest of the compared OMol25 structures with the same formula, charge and spin**: 86.31 kcal/mol
**SMILES string**: C#C[C@H](S)CC
**Highest occupied orbital energy**: -0.3423 Eh

***

No. 3
This record from the Open Molecules 2025 dataset describes C5H8S2 in the gas phase at a distorted geometry. The level of theory is wB97M-V/def2-TZVPD.

Last column: Löwdin charge in e.
Geometry (Å):
H (0.71443, 1.57320, -1.01646)  0.060
H (0.48431, 2.56763, 0.37950)  0.053
H (-0.01697, -2.23555, -1.27586)  0.092
S (-3.00058, -1.03632, 0.08699)  0.713
H (1.51800, -1.66224, -0.51015)  0.082
S (-1.67164, 1.61388, -0.30881)  0.816
C (-1.77599, -0.06334, 0.15336)  -1.172
C (0.21530, 1.66884, -0.07927)  -0.415
C (0.50825, -1.37679, -0.80671)  -0.099
C (0.62032, 0.52245, 0.80304)  -0.269
C (-0.09683, -0.75100, 0.41012)  -0.313
H (0.28343, 0.90000, 1.81721)  0.141
H (0.78231, -0.71468, -1.63144)  0.080
H (-0.21435, -1.50425, 1.25108)  0.138
H (1.65002, 0.49817, 0.72739)  0.092

Calculated values
**Lowest unoccupied orbital energy (alpha / beta)**: 0.87 / -2.17 eV
**HOMO-LUMO gap (alpha / beta)**: 6.714 / 6.577 eV
**Charge**: 0
**M**: 132.25 g/mol
**Energy above the lowest of the compared OMol25 structures with the same formula, charge and spin**: 1.29 kcal/mol
**Highest occupied orbital energy (alpha / beta)**: -0.2147 / -0.3213 Eh
**2S+1**: 3

***

No. 4
This record from the Open Molecules 2025 dataset describes a molecular structure, C5H9AgLiO4 at a distorted geometry. The level of theory is wB97M-V/def2-TZVPD.

Last column: Löwdin charge in e.
Geometry (Å):
Li (-0.41885, 0.62361, 2.29253)  0.695
H (2.36156, 2.64036, -2.06805)  0.115
H (-1.82270, -3.54149, 1.80678)  0.060
H (-1.44938, -2.30837, 3.04701)  0.056
O (0.97251, 0.84500, 1.06676)  -0.265
O (2.21643, 0.88595, -0.90065)  -0.287
O (-1.61390, -0.22441, 1.25263)  -0.441
C (0.46635, 1.58738, -2.22456)  -0.155
H (0.15901, 0.65787, -2.73015)  0.132
O (-0.00272, 1.56861, -0.88250)  -0.028
C (1.99008, 1.60316, -2.09972)  -0.221
C (-2.18840, -1.48041, 1.18000)  -0.507
C (0.73908, 0.62428, -0.19468)  -0.338
H (0.06714, 2.47702, -2.72504)  0.132
C (-1.41205, -2.53274, 1.96920)  -0.136
H (-3.23924, -1.47202, 1.54551)  0.087
Ag (3.30307, 1.30394, 0.83046)  0.828
H (2.46853, 1.09013, -2.94728)  0.120
H (-2.24260, -1.81192, 0.11868)  0.091
H (-0.35393, -2.53595, 1.66309)  0.060

Calculated values
**Lowest unoccupied orbital energy (alpha / beta)**: -1.60 / -1.75 eV
**HOMO-LUMO gap (alpha / beta)**: 5.102 / 4.937 eV
**Charge**: 0
**M**: 247.93 g/mol
**Energy above the lowest of the compared OMol25 structures with the same formula, charge and spin**: 7.91 kcal/mol
**Highest occupied orbital energy (alpha / beta)**: -0.2464 / -0.2458 Eh
**2S+1**: 2

***

No. 5
This record from the Open Molecules 2025 dataset describes a molecular structure, C5H9AgO3 at a distorted geometry. The level of theory is wB97M-V/def2-TZVPD.

Last column: Löwdin charge in e.
Geometry (Å):
H (-3.84816, 1.57093, 2.05075)  0.099
H (2.58122, -3.28634, -3.22228)  0.112
C (2.96337, -3.09045, -2.20811)  -0.015
C (2.06059, -2.13028, -1.55982)  -0.226
C (-2.11880, 2.34257, 1.05049)  -0.157
H (2.88198, -4.04656, -1.66640)  0.112
H (-2.49555, 3.37207, 1.07807)  0.131
H (-2.46133, 0.45322, 2.06410)  0.083
H (-2.38881, 1.99940, 0.04625)  0.127
O (2.44070, -1.05571, -1.09965)  -0.127
H (3.99694, -2.73346, -2.23209)  0.103
C (-2.75475, 1.50828, 2.14040)  -0.059
O (-0.62979, 2.59493, 1.30960)  0.000
H (0.98898, -2.39395, -1.49505)  0.142
Ag (1.57395, 0.45347, -0.13432)  0.972
C (0.14719, 1.74134, 0.70524)  -0.300
H (-2.47155, 1.87420, 3.13630)  0.093
O (-0.46617, 0.82636, 0.03652)  -0.089

Calculated values
**Lowest unoccupied orbital energy (alpha / beta)**: -3.65 / -6.33 eV
**HOMO-LUMO gap (alpha / beta)**: 10.215 / 8.670 eV
**Charge**: +1
**M**: 224.99 g/mol
**Energy above the lowest of the compared OMol25 structures with the same formula, charge and spin**: 2.24 kcal/mol
**Highest occupied orbital energy (alpha / beta)**: -0.5095 / -0.5513 Eh
**2S+1**: 2

***

No. 6
This record from the Open Molecules 2025 dataset describes a molecular structure, C5H9AsCl2N3OS4Tc at a distorted geometry. The level of theory is wB97M-V/def2-TZVPD.

Last column: Löwdin charge in e.
Geometry (Å):
H (3.30325, -1.51782, -2.64124)  0.113
H (3.65999, 0.87239, 0.08290)  0.183
H (3.76073, -2.47646, -1.19358)  0.132
H (1.20504, -1.99322, -2.59691)  0.155
C (3.61576, -1.47520, -1.59949)  0.078
S (-2.49725, 3.69226, 4.09116)  0.377
As (-1.21623, 2.58215, 2.81238)  0.100
H (4.54866, -0.91822, -1.54918)  0.126
C (1.31542, -0.76760, -0.98464)  -0.323
C (-5.88356, -0.72698, -0.68432)  -0.371
N (2.60957, -0.75109, -0.79421)  -0.034
S (-1.24910, 2.53127, 0.47561)  0.408
N (0.68712, -1.42353, -1.93754)  0.270
C (1.67856, 0.57797, 0.85330)  -0.408
Cl (-6.62194, 0.67043, -0.82909)  1.046
Cl (-3.07739, -0.43318, -0.43304)  0.222
S (-1.16964, 0.25918, 2.50095)  0.456
H (-5.57248, -1.24556, -1.59140)  0.073
H (3.48343, -0.54547, 1.13671)  0.185
S (-0.28251, 3.88030, 4.19977)  0.416
O (1.42411, 1.30679, 1.76389)  0.038
N (0.64672, 0.02114, -0.01312)  -0.062
H (-0.30273, -1.35644, -2.11032)  0.123
H (-5.85096, -1.22150, 0.28590)  0.078
C (2.99301, 0.05045, 0.36005)  0.040
Tc (-1.20760, 0.40795, 0.39544)  0.580

Calculated values
**Lowest unoccupied orbital energy**: -16.52 eV
**HOMO-LUMO gap**: 5.270 eV
**Charge**: +4
**M**: 499.24 g/mol
**Energy above the lowest of the compared OMol25 structures with the same formula, charge and spin**: 8.86 kcal/mol
**Highest occupied orbital energy**: -0.8008 Eh

***

No. 7
This record from the Open Molecules 2025 dataset describes C5H9B in the gas phase at a distorted geometry. The level of theory is wB97M-V/def2-TZVPD.

Last column: Löwdin charge in e.
Geometry (Å):
C (-1.21739, 0.24291, -0.08367)  -0.128
H (-1.86000, 0.92917, 0.52453)  0.116
C (-0.18653, -1.82983, 0.54876)  -0.136
H (0.21171, 2.19254, -1.35365)  0.064
C (0.90399, 1.85805, -0.56893)  -0.029
C (1.00418, -0.97687, 0.14055)  -0.112
H (1.58554, -0.88449, 1.07791)  0.115
H (-1.47868, 0.42365, -1.14238)  0.116
H (0.14402, -2.72193, 1.01517)  0.089
B (0.36710, 0.42735, -0.18113)  -0.295
H (1.63955, -1.52935, -0.57053)  0.106
H (1.90014, 2.07552, -0.93316)  0.048
H (-2.36298, -1.62588, 0.81323)  0.135
H (0.67300, 2.56349, 0.21419)  0.059
C (-1.32366, -1.14432, 0.49912)  -0.147

Calculated values
**Lowest unoccupied orbital energy**: 0.68 eV
**HOMO-LUMO gap**: 9.700 eV
**Charge**: 0
**M**: 79.94 g/mol
**Energy above the lowest of the compared OMol25 structures with the same formula, charge and spin**: 6.09 kcal/mol
**SMILES string**: CB1CC=CC1
**Highest occupied orbital energy**: -0.3316 Eh

***

No. 8
This record from the Open Molecules 2025 dataset describes a molecular structure, C5H9BaO3 at a distorted geometry. The level of theory is wB97M-V/def2-TZVPD.

Last column: Löwdin charge in e.
Geometry (Å):
H (-2.29619, -1.98547, -2.68034)  0.088
H (3.26688, -1.20794, 0.94472)  0.087
O (-0.40834, 0.56395, 0.60872)  -0.338
C (-0.21442, -0.64293, 0.32789)  -0.605
C (3.15480, -1.82701, 0.04474)  -0.069
H (3.66150, -1.31263, -0.78220)  0.073
Ba (0.90191, 1.82353, -1.02664)  1.952
H (-2.93435, -2.35858, -0.18092)  0.106
C (-2.62771, -1.38156, -0.58927)  -0.065
C (-2.93823, -1.32610, -2.06262)  -0.109
O (1.03916, -0.77574, -0.23240)  -0.284
H (1.22506, -2.71719, 0.45870)  0.133
C (1.70252, -2.06123, -0.27663)  -0.226
H (-2.96039, -0.30589, -2.47024)  0.065
O (-1.17485, -1.43921, -0.45480)  -0.106
H (1.54137, -2.54460, -1.24666)  0.127
H (3.64058, -2.80122, 0.18686)  0.093
H (-3.95855, -1.71937, -2.19611)  0.077

Calculated values
**Lowest unoccupied orbital energy (alpha / beta)**: -4.92 / -4.68 eV
**HOMO-LUMO gap (alpha / beta)**: 6.379 / 4.465 eV
**Charge**: +1
**M**: 254.45 g/mol
**Energy above the lowest of the compared OMol25 structures with the same formula, charge and spin**: 90.85 kcal/mol
**Highest occupied orbital energy (alpha / beta)**: -0.4154 / -0.3360 Eh

***

No. 9
This record from the Open Molecules 2025 dataset describes a molecular structure, C5H9BeO3 at a distorted geometry. The level of theory is wB97M-V/def2-TZVPD.

Last column: Löwdin charge in e.
Geometry (Å):
H (1.62046, -1.41010, -1.09297)  0.141
C (-2.48707, -0.40232, -1.73726)  -0.078
C (0.21685, 0.64556, 0.92817)  -0.221
O (1.11979, 0.34563, -0.10011)  -0.165
H (-2.36179, 0.49397, -2.35902)  0.081
O (0.07206, 1.89045, 0.78674)  0.082
H (3.36329, -0.27781, 1.19681)  0.101
Be (0.33253, 1.27549, -0.81116)  0.760
H (1.35966, -1.64782, 0.60224)  0.151
H (3.64191, 0.09585, -0.51214)  0.094
C (3.23850, -0.66002, 0.17464)  -0.039
H (-1.81350, -1.21228, -2.07791)  0.096
C (-2.34708, -0.12205, -0.27057)  -0.080
O (-0.99933, -0.08896, 0.10749)  -0.094
C (1.78615, -0.93968, -0.11663)  -0.152
H (-2.80126, -0.93009, 0.32716)  0.125
H (-3.50542, -0.78797, -1.90236)  0.095
H (3.80781, -1.59121, 0.05606)  0.103

Calculated values
**Lowest unoccupied orbital energy (alpha / beta)**: -6.14 / -7.20 eV
**HOMO-LUMO gap (alpha / beta)**: 8.213 / 5.191 eV
**Charge**: +1
**M**: 126.14 g/mol
**Energy above the lowest of the compared OMol25 structures with the same formula, charge and spin**: 127.47 kcal/mol
**Highest occupied orbital energy (alpha / beta)**: -0.5274 / -0.4552 Eh

***

No. 10
This record from the Open Molecules 2025 dataset describes 2 unconnected molecules or ions with the total composition C5H9BrN4 at a distorted geometry. The level of theory is wB97M-V/def2-TZVPD.

Last column: Löwdin charge in e.
Geometry (Å):
N (-2.96942, -0.82094, -0.39818)  0.172
N (-0.89449, -0.22777, 0.36562)  0.002
H (0.55979, 2.37580, -0.84301)  0.083
H (1.91584, -0.05375, -1.45128)  0.079
H (1.94001, 1.10307, 1.22693)  0.094
H (0.50461, 0.19701, 2.04845)  0.116
N (-1.92117, -0.45327, -0.15501)  -0.246
H (-1.16062, 1.94568, -0.86424)  -0.006
C (-0.44376, -2.76858, 0.83619)  -0.774
C (1.15947, 0.32551, 1.10995)  -0.067
H (0.61274, 0.73922, -2.30538)  0.103
N (0.56721, -2.81875, 0.30325)  0.102
H (1.75092, -0.57019, 1.03718)  0.053
H (0.30213, -1.01380, -1.55677)  0.074
Br (-2.01012, -2.91936, 1.82730)  0.766
C (0.23905, 0.47236, -0.03899)  -0.613
C (0.80865, -0.00723, -1.42091)  -0.041
C (-0.33573, 1.94995, -0.34972)  -0.019
H (-0.62512, 2.54504, 0.62861)  0.122

Calculated values
**Lowest unoccupied orbital energy**: 0.07 eV
**HOMO-LUMO gap**: 9.226 eV
**Charge**: 0
**M**: 205.06 g/mol
**Energy above the lowest of the compared OMol25 structures with the same formula, charge and spin**: 57.74 kcal/mol
**Highest occupied orbital energy**: -0.3364 Eh

***

No. 11
This record from the Open Molecules 2025 dataset describes a gas-phase ion, C5H9BrNS2 (charge +1) at a distorted geometry. The level of theory is wB97M-V/def2-TZVPD.

Last column: Löwdin charge in e.
Geometry (Å):
H (-2.51163, -0.57022, 1.83600)  -0.080
C (0.89655, -0.08681, -1.78632)  -0.942
H (-0.31849, 2.77345, 0.20423)  0.103
H (2.51272, -1.18818, -0.74134)  0.172
H (0.14189, -2.28900, 0.04288)  0.115
C (-0.70328, -0.34342, 0.31512)  -0.905
H (0.17809, 0.69347, 1.99937)  0.159
H (1.15050, 2.07858, 0.38364)  0.123
H (-1.27701, 1.08192, 1.55183)  0.064
S (-0.91004, 0.16105, -1.53307)  1.131
C (-0.41592, 0.86957, 1.08624)  -0.329
C (0.51965, -1.30161, 0.27867)  -0.197
N (0.14525, 1.87834, 0.25312)  0.008
Br (1.73665, 0.54807, -3.33235)  0.814
H (1.03570, -1.18379, 1.19853)  0.119
C (1.41831, -0.81174, -0.80348)  -0.175
H (-1.40294, -1.05109, -1.67005)  -0.034
S (-2.19601, -1.25858, 0.71697)  0.853

Calculated values
**Lowest unoccupied orbital energy**: -4.13 eV
**HOMO-LUMO gap**: 9.434 eV
**Charge**: +1
**M**: 227.17 g/mol
**Highest occupied orbital energy**: -0.4984 Eh

***

No. 12
This record from the Open Molecules 2025 dataset describes C5H9BrO2 in the gas phase. The level of theory is wB97M-V/def2-TZVPD.

Last column: Löwdin charge in e.
Geometry (Å):
H (3.33067, -0.50924, 0.40924)  0.077
C (1.57462, 0.32154, -0.55537)  -0.723
H (-1.04961, -0.65824, -0.89873)  0.091
Br (1.39231, -0.65310, -2.25282)  0.680
H (-0.64803, -0.86518, 0.81850)  0.131
H (2.22609, 1.15074, -0.81873)  0.081
C (-0.87609, -0.13019, 0.03878)  -0.215
C (-3.21510, -0.05438, 0.22402)  -0.362
H (0.40687, 1.34337, 0.87292)  0.126
H (1.93815, -0.27646, 1.48270)  0.080
C (2.24663, -0.57690, 0.47851)  -0.146
C (0.23500, 0.88726, -0.10786)  -0.232
H (-3.15798, -1.12339, 0.49826)  0.149
H (-0.09931, 1.68632, -0.76980)  0.124
O (-4.20190, 0.46811, -0.17926)  0.111
H (1.95247, -1.61750, 0.34534)  0.064
O (-2.05476, 0.60723, 0.41432)  -0.037

Calculated values
**Lowest unoccupied orbital energy**: 0.73 eV
**HOMO-LUMO gap**: 11.141 eV
**Charge**: 0
**M**: 181.03 g/mol
**Energy above the lowest of the compared OMol25 structures with the same formula, charge and spin**: 0.51 kcal/mol
**SMILES string**: C[C@@H](Br)CCOC=O
**Highest occupied orbital energy**: -0.3826 Eh